Record 1
Density functional theory data (the ωB97M-V functional and the def2-TZVPD basis) for C12H20CdN2O2 as an isolated structure at a distorted geometry.

XYZ file:
```
37
Properties=species:S:1:pos:R:3:forces:R:3
C 0.169 2.473 1.223 4.01 1.39 2.30
C 2.200 1.673 -1.261 -0.08 -1.46 -0.47
C 1.323 2.232 2.054 -5.40 3.20 -0.91
H -0.657 3.010 1.750 0.59 -0.95 -0.28
C 2.438 0.578 -0.533 0.13 -0.35 -0.50
H 2.177 1.547 -2.350 -0.16 -0.21 0.36
H 1.205 2.819 3.019 0.01 -1.73 -0.54
H 2.451 -0.419 -1.004 0.32 0.69 -0.24
C 2.656 1.767 1.739 1.15 -0.41 0.52
H 3.069 1.553 2.731 0.31 -0.32 -0.18
H 3.307 2.587 1.387 -0.18 -0.42 -0.32
C 0.405 3.127 -0.143 -0.35 -0.73 -0.09
H 0.263 4.174 0.173 -0.02 -0.09 -0.65
H -0.367 2.878 -0.906 0.34 0.13 0.52
C 1.788 3.023 -0.822 -0.19 1.51 -0.19
H 2.578 3.600 -0.296 -0.57 -0.42 -0.12
H 1.601 3.565 -1.761 0.38 0.19 0.26
C 2.668 0.472 0.921 0.00 0.21 1.24
H 3.608 -0.051 1.176 -0.22 0.06 -0.58
H 1.874 -0.149 1.361 0.14 -0.06 -0.12
Cd -2.628 0.590 -0.536 0.31 -1.66 -0.45
H -1.621 1.432 0.404 0.10 1.28 0.18
C -2.095 -3.779 -1.838 0.14 -1.63 0.24
C -2.186 -2.544 -1.019 -0.64 1.67 -1.05
N -2.417 -1.461 -1.734 0.17 0.61 0.11
O -2.251 -1.765 -3.100 0.50 -2.60 1.27
C -2.029 -2.409 0.380 -0.42 1.25 1.57
C -1.792 -3.564 1.277 0.47 -0.38 0.15
N -2.132 -1.141 0.905 1.08 -1.70 -0.32
O -1.631 -0.877 2.037 -1.07 -0.67 -0.85
H -1.276 -3.726 -2.584 -0.55 0.00 0.53
H -3.055 -3.915 -2.390 0.77 0.14 0.32
H -1.939 -4.664 -1.203 -0.02 0.32 -0.31
H -2.478 -1.026 -3.568 -0.97 3.14 -1.66
H -0.738 -3.665 1.583 -0.32 0.05 0.05
H -2.410 -3.470 2.175 0.20 0.01 -0.04
H -2.075 -4.475 0.751 0.03 -0.08 0.25
```
Forces are in eV/Å.

## Properties
* strongest force on any atom: 0.12327 hartree/bohr
* LUMO: -0.82 eV
* ΔE to the lowest compared entry with this formula, charge and spin: 1.240 eV
* Kohn-Sham gap: 6.5 eV
* highest occupied orbital energy: -7.29 eV
* energy: -896.64635 hartree

Löwdin population analysis, charges in e, atoms 1 to 6:
1. C -0.1590
2. C -0.1169
3. C -0.1094
4. H 0.0826
5. C -0.1122
6. H 0.0986



Record 2
Density functional theory data (the ωB97M-V functional and the def2-TZVPD basis) for one molecule with the formula C23H26N2O4S at a distorted geometry.

XYZ file:
```
56
Properties=species:S:1:pos:R:3:forces:R:3
C -3.836 -2.073 3.133 4.12 2.69 -0.05
C -3.183 -1.430 1.816 -3.24 -7.12 3.75
C -2.947 -2.083 0.646 -1.82 -5.86 2.70
C -2.543 -1.627 -0.504 -0.05 -5.33 -3.06
C -2.289 -0.422 -0.617 0.44 13.05 4.97
S -1.611 0.342 -2.039 2.48 10.64 11.75
O -2.504 0.483 -2.999 -6.96 -1.76 -9.20
O -1.209 1.841 -1.707 -0.31 -4.63 0.62
N -0.333 -0.386 -2.201 5.04 -5.35 -4.43
C 0.649 -1.077 -1.318 -0.33 15.14 1.39
C 1.380 -0.229 -0.435 2.08 2.05 0.85
N 1.341 1.256 -0.412 -3.47 -6.56 -3.98
C 1.634 1.958 0.675 2.88 4.82 6.22
C 0.376 2.658 1.692 2.79 -2.23 -3.71
C -0.219 3.803 0.843 0.37 -5.19 -1.86
C 0.718 4.819 0.551 -6.80 -3.24 -18.46
C 1.868 4.325 -0.735 -10.21 -11.33 10.63
C 2.705 3.100 0.273 -1.91 0.28 -1.66
C 2.481 -0.911 0.401 -7.68 -2.91 -6.07
C 3.653 -0.332 0.646 -0.26 2.02 1.21
C 4.503 -1.026 1.353 7.72 -5.39 2.37
C 4.501 -2.598 1.571 -5.63 4.76 -2.29
C 3.168 -3.038 1.093 4.60 -5.38 -1.03
C 2.268 -2.373 0.215 1.62 0.47 3.78
O 1.315 -3.137 -0.407 1.93 4.14 1.26
C 0.459 -2.289 -1.399 4.64 -9.62 5.20
O -0.051 -3.076 -2.011 -5.78 -4.42 -6.17
C -2.598 0.439 0.708 0.74 1.11 -3.36
C -3.145 -0.176 1.978 5.09 7.87 -9.28
C -3.323 0.815 2.902 -0.62 1.61 6.92
H -4.775 -1.709 3.421 -1.19 1.40 0.23
H -3.091 -2.009 4.006 -1.09 0.45 -1.14
H -3.994 -3.041 3.096 -0.56 -5.10 -0.84
H -3.139 -3.169 0.580 -0.06 0.45 0.79
H -2.393 -2.140 -1.414 -0.13 -1.89 -0.47
H -0.527 -1.041 -3.014 0.85 0.76 0.73
H 0.454 1.603 -0.782 -0.27 -0.19 -1.22
H 2.238 1.317 1.294 -0.34 0.05 0.98
H -0.243 1.697 1.779 0.36 1.90 0.83
H 0.928 3.158 2.517 -0.56 -1.19 0.09
H -0.668 3.339 -0.087 0.52 0.61 0.76
H -1.007 3.990 1.409 -3.87 2.21 2.35
H 0.275 5.667 -0.224 0.40 -1.64 2.61
H 1.200 5.193 1.140 9.37 7.35 12.10
H 2.495 4.888 -0.705 12.55 12.21 -1.38
H 1.450 3.678 -1.312 -2.52 -2.62 -4.89
H 3.412 2.465 -0.352 -0.18 1.48 0.72
H 3.139 3.690 1.123 -0.16 -0.99 -0.67
H 3.750 0.733 0.521 0.47 -0.12 -0.28
H 5.552 -0.604 1.522 -1.62 -0.26 0.07
H 5.285 -3.271 1.961 -0.70 0.86 -0.14
H 3.234 -4.286 0.931 -0.91 3.33 0.74
H -2.431 1.678 0.507 -0.50 -3.78 0.89
H -3.086 1.854 2.738 -0.11 0.00 -0.98
H -4.313 0.709 3.301 -1.06 0.56 0.22
H -2.776 0.631 3.888 -0.18 -0.17 -1.08
```
Forces are in eV/Å.

## Properties
* strongest force on any atom: 0.38766 hartree/bohr
* LUMO: -0.85 eV
* SMILES: Cc1ccc(S(=O)(=O)Nc2c(NC3CCCCC3)c3ccccc3oc2=O)cc1C
* ΔE to the lowest compared entry with this formula, charge and spin: 21.036 eV
* Kohn-Sham gap: 7.9 eV
* highest occupied orbital energy: -8.79 eV
* energy: -1699.93876 hartree

Löwdin population analysis, charges in e, atoms 1 to 6:
1. C 0.0138
2. C -0.2097
3. C -0.0353
4. C -0.1837
5. C -0.2457
6. S 0.5712



Record 3
Density functional theory data (the ωB97M-V functional and the def2-TZVPD basis) for C19H42NO3P3Ru as an isolated structure at a distorted geometry.

XYZ file:
```
69
Properties=species:S:1:pos:R:3:forces:R:3
Ru 0.295 -0.473 0.336 -1.50 3.42 -0.45
P -1.388 -1.853 0.671 -2.06 -2.22 0.82
P 1.603 -1.081 1.956 1.70 -1.47 3.19
P 1.455 -1.502 -1.218 1.96 -2.43 -1.66
H -0.445 5.245 -4.644 -0.14 -0.70 0.09
C -0.507 4.282 -5.181 2.90 2.31 -0.74
C -1.664 3.652 -5.432 -3.19 -1.46 -0.45
H -2.602 3.950 -4.943 0.38 -0.13 -0.09
C -2.885 -1.011 1.258 0.12 0.64 0.21
C -1.238 -3.322 1.753 0.30 0.04 -0.04
C -1.964 -2.520 -0.931 0.56 0.15 -0.43
C 2.951 0.140 2.069 -0.39 0.36 -0.97
C 0.893 -0.935 3.626 -0.33 0.30 -0.10
C 2.361 -2.742 2.130 -0.02 -0.16 -0.48
C 0.783 -1.170 -2.870 -0.44 0.39 0.04
C 1.653 -3.323 -1.145 -0.15 0.00 -0.09
C 3.131 -0.791 -1.277 -0.12 0.24 0.36
H 0.396 4.011 -5.759 -0.56 0.20 0.49
H -1.756 2.885 -6.214 0.13 0.37 0.29
H -2.940 0.009 0.845 -0.06 -0.33 0.19
H -2.874 -0.955 2.354 0.05 0.07 -0.39
H -3.752 -1.606 0.927 0.33 0.12 0.06
H -1.165 -3.018 2.807 -0.07 -0.08 -0.38
H -0.359 -3.931 1.498 -0.27 0.13 0.06
H -2.141 -3.945 1.632 0.27 0.30 -0.02
H -2.132 -1.720 -1.667 -0.03 -0.21 0.24
H -2.919 -3.028 -0.747 0.20 0.08 0.05
H -1.238 -3.238 -1.329 -0.25 0.08 -0.02
H 3.251 0.274 3.109 -0.04 -0.14 -0.03
H 2.572 1.098 1.688 0.26 0.02 0.18
H 3.792 -0.178 1.456 0.10 0.10 0.10
H 1.736 -0.994 4.322 -0.01 -0.09 -0.15
H 0.211 -1.756 3.847 -0.03 0.14 -0.02
H 0.401 0.036 3.713 0.02 -0.23 -0.02
H 3.453 -2.709 2.076 -0.13 0.14 -0.08
H 1.997 -3.422 1.359 0.09 -0.04 0.25
H 2.091 -3.138 3.114 -0.01 0.06 -0.20
H 1.204 -1.886 -3.591 -0.10 0.14 0.28
H 1.053 -0.152 -3.174 0.04 -0.30 0.12
H -0.312 -1.239 -2.867 0.24 -0.14 -0.18
H 1.637 -3.758 -2.155 0.06 0.18 0.27
H 0.821 -3.753 -0.573 0.32 -0.04 -0.15
H 2.606 -3.579 -0.670 -0.20 0.00 -0.10
H 3.583 -0.941 -2.262 -0.19 -0.10 0.02
H 3.769 -1.269 -0.527 -0.10 0.13 -0.11
H 3.068 0.288 -1.088 0.18 -0.11 -0.02
C -0.924 2.080 -1.568 -0.78 -0.17 0.30
C 0.354 2.733 -1.564 0.08 -0.78 0.18
C 1.160 2.705 -2.672 0.15 0.52 0.14
C 0.669 2.232 -3.878 -0.41 -0.77 -0.47
C -0.577 1.532 -3.935 0.35 1.22 -1.17
C -1.421 1.576 -2.852 -0.76 -0.04 0.69
O -1.534 1.856 -0.466 0.31 -0.04 -1.78
H -0.175 1.180 0.509 -0.07 0.55 0.86
H 0.626 3.124 -0.608 0.46 0.42 0.42
H 2.170 3.078 -2.682 0.13 0.47 0.28
H 1.203 2.481 -4.796 0.19 -0.84 0.35
H -0.857 1.066 -4.889 -0.10 0.12 0.47
H -2.467 1.254 -2.916 0.45 -0.18 0.12
N -1.953 1.054 5.202 0.80 0.05 -0.26
C -1.724 2.428 4.640 0.06 0.43 -0.77
C -1.293 2.239 3.153 0.30 2.81 -1.17
O -1.043 3.267 2.505 -0.33 -1.84 1.12
O -1.193 1.024 2.793 0.21 -1.20 -0.40
H -2.612 0.580 4.576 0.08 0.02 0.35
H -2.306 1.102 6.150 -0.10 -0.22 0.43
H -1.059 0.524 5.144 -0.91 0.32 0.34
H -2.656 3.010 4.761 0.58 -0.22 -0.21
H -0.875 2.946 5.113 -0.52 -0.36 0.26
```
Forces are in eV/Å.

## Properties
* strongest force on any atom: 0.07593 hartree/bohr
* charge: +4
* LUMO (spin up / spin down): -13.19 / -15.22 eV
* 2S+1: 5
* ΔE to the lowest compared entry with this formula, charge and spin: 3.294 eV
* Kohn-Sham gap (spin up / spin down): 5.8 / 3.7 eV
* highest occupied orbital energy (spin up / spin down): -19.03 / -18.97 eV
* energy: -2146.82148 hartree

Löwdin population analysis, charges in e, atoms 1 to 6:
1. Ru 0.6508
2. P 0.7157
3. P 0.6907
4. P 0.6944
5. H 0.1427
6. C 0.1515



Record 4
Density functional theory data (the ωB97M-V functional and the def2-TZVPD basis) for an isolated ion of composition C5H12N and charge +1 at a distorted geometry.

XYZ file:
```
18
Properties=species:S:1:pos:R:3:forces:R:3
C 1.411 0.379 -0.931 -4.10 -1.52 4.95
C 1.665 -0.170 0.513 3.49 -0.75 -2.85
C -0.649 -0.081 0.005 1.27 3.40 -2.76
C -1.204 -1.345 -0.588 1.45 1.86 -1.07
C -1.435 1.264 0.036 1.13 -1.37 2.27
N 0.349 -0.145 1.096 -0.29 -0.64 2.01
H 1.533 1.390 -1.034 0.04 2.51 -0.07
H 1.693 -0.133 -1.734 1.00 -2.42 -3.12
H 2.150 -1.205 0.586 -1.14 1.27 -0.38
H 2.492 0.482 0.845 -1.03 -0.05 1.28
H -1.734 -1.033 -1.500 -0.07 -0.21 0.43
H -1.778 -2.040 -0.026 -0.43 -0.45 0.84
H -0.255 -1.696 -0.944 0.04 -1.67 -0.37
H -1.860 1.413 -0.965 -0.27 0.26 0.77
H -0.727 2.084 0.368 -0.80 -0.69 -0.88
H -2.125 1.152 0.954 0.10 0.39 -1.75
H 0.221 -1.010 1.638 -0.15 0.54 0.49
H 0.251 0.694 1.683 -0.23 -0.48 0.22
```
Forces are in eV/Å.

## Properties
* strongest force on any atom: 0.12845 hartree/bohr
* charge: +1
* LUMO (spin up / spin down): -4.19 / -4.25 eV
* ΔE to the lowest compared entry with this formula, charge and spin: 4.623 eV
* Kohn-Sham gap (spin up / spin down): 8.9 / 8.7 eV
* highest occupied orbital energy (spin up / spin down): -13.07 / -12.94 eV
* energy: -252.06123 hartree

Löwdin population analysis, charges in e, atoms 1 to 6:
1. C 0.1154
2. C -0.1712
3. C -0.2842
4. C -0.0104
5. C -0.0260
6. N 0.0460



Record 5
Density functional theory data (the ωB97M-V functional and the def2-TZVPD basis) for one molecule with the formula C4H6ClNOS at a distorted geometry.

XYZ file:
```
14
Properties=species:S:1:pos:R:3:forces:R:3
O -1.649 -1.671 1.126 -0.15 0.69 -0.77
C -1.839 -1.162 0.040 -0.52 -1.23 -0.79
N -1.034 -0.253 -0.596 -2.46 0.96 -3.18
C 0.052 0.528 -0.197 1.55 1.12 -3.45
C 0.435 1.391 -1.237 -0.72 -0.73 3.37
Cl 1.564 2.645 -0.951 0.64 0.28 -0.25
C 1.009 0.281 0.918 -1.00 -0.69 2.57
S 2.149 -1.088 0.954 -0.03 -2.25 -0.60
H -2.697 -1.499 -0.712 1.31 0.63 1.54
H -1.483 0.129 -1.601 1.61 -1.58 3.81
H -0.156 1.589 -2.105 -0.31 -0.24 -0.41
H 0.682 0.127 1.979 -1.06 0.84 -1.21
H 1.679 1.097 0.996 0.41 1.01 -0.17
H 1.289 -2.114 1.386 0.73 1.20 -0.46
```
Forces are in eV/Å.

## Properties
* strongest force on any atom: 0.08612 hartree/bohr
* LUMO: 0.27 eV
* SMILES: O=CN/C(=C/Cl)CS
* ΔE to the lowest compared entry with this formula, charge and spin: 2.215 eV
* Kohn-Sham gap: 9.0 eV
* highest occupied orbital energy: -8.70 eV
* energy: -1144.32700 hartree

Löwdin population analysis, charges in e, atoms 1 to 6:
1. O 0.0197
2. C -0.3570
3. N 0.0298
4. C -0.3480
5. C -0.5137
6. Cl 0.6426



Record 6
Density functional theory data (the ωB97M-V functional and the def2-TZVPD basis) for C3H3NO4 as an isolated structure at a distorted geometry.

XYZ file:
```
11
Properties=species:S:1:pos:R:3:forces:R:3
C -1.363 -0.511 0.030 -0.73 1.40 -0.11
C -0.579 1.222 -0.026 1.30 -1.53 -1.02
C 0.899 0.075 -0.311 -1.03 0.01 1.06
N 2.216 0.109 -0.340 -0.08 -0.03 -0.32
O -1.622 -0.742 1.337 0.20 -0.19 0.23
O -2.111 -0.745 -0.876 0.47 -0.14 0.16
O -0.596 2.355 -0.264 -0.42 -0.26 0.39
O 0.264 -1.008 -0.154 0.17 0.83 -0.23
H -2.548 -1.021 1.405 0.13 -0.08 -0.17
H 2.667 1.005 -0.438 0.04 -0.19 -0.06
H 2.773 -0.739 -0.363 -0.05 0.18 0.06
```
Forces are in eV/Å.

## Properties
* strongest force on any atom: 0.04377 hartree/bohr
* LUMO: 0.48 eV
* ΔE to the lowest compared entry with this formula, charge and spin: 3.073 eV
* Kohn-Sham gap: 9.4 eV
* highest occupied orbital energy: -8.89 eV
* energy: -471.76023 hartree

Löwdin population analysis, charges in e, atoms 1 to 6:
1. C -0.6054
2. C -0.0360
3. C -0.2819
4. N 0.1746
5. O 0.0849
6. O 0.0977